[1]
Below is C26H37N9O5PS2Tl as an isolated structure, with properties calculated with ωB97M-V/def2-TZVPD.

```
81
Properties=species:S:1:pos:R:3
Tl -0.76799 -0.53806 0.72747
C -3.27511 -1.67440 4.70237
C -2.49332 -1.79076 3.43363
N -1.33227 -1.31097 3.22843
N -0.64775 -0.66507 4.19690
C 0.64452 -0.33347 3.94843
N 1.31256 0.22170 4.95783
S 1.38479 -0.59556 2.45665
C -2.98911 -2.59835 2.28856
C -3.94633 -3.57884 2.50018
C -4.31203 -4.40812 1.45216
C -3.71203 -4.21663 0.22374
C -2.77445 -3.20464 0.09501
N -2.40572 -2.40811 1.09467
H -3.13908 -0.69368 5.15935
H -2.96716 -2.43577 5.42287
H -4.33940 -1.79104 4.51724
H -1.08798 -0.43332 5.07884
H 0.91741 0.34401 5.87640
H 2.26752 0.50213 4.81061
H -4.38386 -3.71105 3.47809
H -5.04614 -5.18810 1.59899
H -3.96392 -4.82693 -0.63046
H -2.31408 -3.02414 -0.86405
O 1.37847 -3.51395 -1.92641
C 0.53372 -2.74077 -1.26782
O 0.43655 -2.71259 -0.06098
C -0.38637 -1.96647 -2.16029
C -0.56296 -2.25078 -3.49957
C -1.57319 -1.57549 -4.18625
C -2.36801 -0.67209 -3.50808
C -2.12537 -0.45290 -2.15546
N -1.14313 -1.07260 -1.52121
C -2.98819 0.48127 -1.31042
O -3.74626 1.25121 -1.87081
O -2.80311 0.37777 -0.04510
H 1.92555 -3.99646 -1.28554
H 0.05587 -2.99001 -3.98472
H -1.74559 -1.78015 -5.23369
H -3.17506 -0.13269 -3.98293
C 3.42342 2.33208 -2.87803
N 2.38509 1.41220 -2.43990
C 1.18119 1.43560 -3.25124
P 2.51763 0.54361 -1.04970
O 1.14362 0.26119 -0.51447
N 3.40725 1.36210 0.06188
C 4.85727 1.33362 0.15477
C 2.79299 2.43183 0.83224
N 3.34624 -0.84360 -1.41567
C 3.69805 -1.76570 -0.34285
C 4.20287 -0.97077 -2.58906
H 3.07761 3.36713 -2.81032
H 3.70098 2.13067 -3.91603
H 4.31902 2.22750 -2.26989
H 0.86741 2.46975 -3.41540
H 0.37765 0.91496 -2.73765
H 1.34935 0.97186 -4.22809
H 5.27814 0.57476 -0.49989
H 5.16443 1.11241 1.18014
H 5.28640 2.30058 -0.12622
H 1.70987 2.36401 0.77046
H 3.12376 3.41133 0.47344
H 3.07642 2.33242 1.88260
H 2.93226 -1.76834 0.43132
H 4.66494 -1.53173 0.10907
H 3.77004 -2.77809 -0.74921
H 3.87933 -0.29532 -3.37452
H 4.13809 -1.99120 -2.97308
H 5.25422 -0.77257 -2.35474
S -0.83165 1.80475 1.91526
C -1.63270 3.12073 1.10243
N -2.77969 2.94205 0.42509
C -3.45260 3.92523 -0.19541
C -2.99957 5.21580 -0.11777
C -1.82061 5.45789 0.59096
C -1.13251 4.42181 1.18643
H -3.09554 1.96292 0.33084
H -4.33287 3.61381 -0.73785
H -3.54223 6.01032 -0.60514
H -1.43493 6.46574 0.66493
H -0.21261 4.59250 1.72565
```

## Properties
Strongest force on any atom = 0.51 eV/A
Total charge = +2
E = -3191.8519 hartree
Gap between HOMO and LUMO = 7.353 eV
Relative energy (zero: lowest compared OMol25 entry of this formula, charge and spin) = 4.8 kJ/mol



[2]
Below is a 2-piece molecular cluster, C2ClF6P overall, with properties calculated with ωB97M-V/def2-TZVPD.

```
10
Properties=species:S:1:pos:R:3
C -3.21368 -1.08381 0.26415
C 2.36929 0.43870 0.11881
F -2.60652 -1.50774 1.39236
F -2.50804 -1.50064 -0.77282
F -3.51382 0.18393 0.27493
F 2.25867 -0.88441 -0.10613
F 3.04606 0.53569 1.22881
F 3.09813 1.00697 -0.89313
P 0.69018 1.28112 0.16323
Cl 0.37973 1.53020 -1.67020
```

## Properties
Strongest force on any atom = 4.23 eV/A
E = -1476.8627 hartree
Gap between HOMO and LUMO (alpha / beta) = 8.374 / 8.274 eV
Relative energy (zero: lowest compared OMol25 entry of this formula, charge and spin) = 271.2 kJ/mol



[3]
Below is a 3-piece molecular cluster, C9H11N3O2 overall, with properties calculated with ωB97M-V/def2-TZVPD.

```
25
Properties=species:S:1:pos:R:3
C 7.12025 -7.29868 -2.11442
C 8.21441 -6.57665 -1.65179
C 5.87653 -6.72477 -1.98250
C 8.03696 -5.30110 -1.22655
C 5.76502 -5.47580 -1.43755
C -9.75808 7.53783 -0.63215
C -8.86078 6.17918 1.79726
C -9.29256 7.61441 1.84384
C 6.62817 -3.44332 -0.55225
N 4.96405 -1.76129 -0.44459
N 5.64842 -2.63030 -0.64995
N 6.81068 -4.72660 -1.08954
O -9.90991 7.32916 -1.72884
O -9.75227 8.01711 0.45182
H 7.35796 -8.17368 -2.70761
H 9.25392 -6.91505 -1.49139
H 5.05440 -7.26342 -2.48564
H 8.81173 -4.65335 -0.75113
H 4.72762 -5.26423 -1.14476
H -9.77196 5.41900 1.58272
H -7.94601 5.96180 1.16582
H -8.53709 5.91242 2.82196
H -8.34118 8.29308 2.12969
H -10.14901 7.64701 2.53885
H 6.82928 -3.33365 1.37773
```

## Properties
Strongest force on any atom = 5.21 eV/A
Total charge = +2
E = -663.4303 hartree
Gap between HOMO and LUMO (alpha / beta) = 7.574 / 7.246 eV
Relative energy (zero: lowest compared OMol25 entry of this formula, charge and spin) = 295.2 kJ/mol



[4]
Below is one molecule with the formula C17H25NO3, with properties calculated with ωB97M-V/def2-TZVPD.

```
46
Properties=species:S:1:pos:R:3
C -2.83640 -2.16634 -0.08882
C -3.06625 -0.66929 0.15560
C -2.80388 -0.36914 1.63293
C -4.53836 -0.37378 -0.15860
C -2.16247 0.15960 -0.79593
C -0.70004 -0.31336 -0.80197
C 0.19211 0.74383 -1.44086
C 0.30491 1.96962 -0.50910
C 1.43344 1.66681 0.44455
O 1.31786 1.04932 1.48161
O 2.59630 2.09422 -0.03168
C 3.79343 1.81526 0.69345
C 4.61873 0.71308 -0.00413
O 5.65763 1.00843 -0.55924
C 4.10170 -0.63094 0.03945
C 4.61933 -1.74788 -0.61502
C 3.81425 -2.83629 -0.28746
C 2.83080 -2.36885 0.56051
N 3.00963 -1.05128 0.75304
C -1.00850 2.19031 0.25041
C -2.20830 1.68101 -0.54233
H -3.57994 -2.74797 0.45201
H -1.85422 -2.47790 0.25475
H -2.92654 -2.40288 -1.14683
H -3.06620 0.65547 1.88126
H -3.40842 -1.02840 2.25269
H -1.76112 -0.53324 1.89113
H -4.76854 -0.63497 -1.18933
H -5.18417 -0.95834 0.49286
H -4.77978 0.67551 -0.01222
H -2.55794 -0.01233 -1.80441
H -0.61277 -1.24450 -1.36210
H -0.35022 -0.49827 0.21360
H 1.18634 0.33801 -1.64325
H -0.23388 1.05436 -2.39579
H 0.58625 2.84406 -1.09975
H 4.38330 2.73473 0.68026
H 3.54870 1.53557 1.72406
H 5.48004 -1.73834 -1.25254
H 3.93246 -3.84685 -0.62378
H 2.02651 -2.89808 1.03371
H 2.41320 -0.45925 1.32077
H -0.95010 1.66858 1.20538
H -1.13494 3.25383 0.46163
H -2.23503 2.20497 -1.50013
H -3.11889 1.95194 -0.01040
```

## Properties
Strongest force on any atom = 0.99 eV/A
E = -943.2876 hartree
Gap between HOMO and LUMO = 9.199 eV
Relative energy (zero: lowest compared OMol25 entry of this formula, charge and spin) = 96.8 kJ/mol
Structure (SMILES) = CC(C)(C)[C@H]1CC[C@@H](C(=O)OCC(=O)c2ccc[nH]2)CC1



[5]
Below is C4H6N3 as an isolated structure, with properties calculated with ωB97M-V/def2-TZVPD.

```
13
Properties=species:S:1:pos:R:3
C -1.07749 0.79088 -0.10593
C 0.21906 -1.02886 -0.08428
C -1.18354 -0.76976 0.10316
C 1.17964 0.53084 -0.05354
N 0.01730 1.38057 -0.04730
N 0.99177 -0.54162 0.91369
N 1.00479 -0.51407 -1.07430
H -1.85482 1.48836 -0.14628
H -1.47103 -0.96197 1.27307
H -1.89310 -1.13348 -0.61507
H 2.38720 1.29870 0.03045
H 0.77499 -0.28251 1.85542
H 0.90522 -0.25708 -2.04908
```

## Properties
Strongest force on any atom = 6.98 eV/A
Total charge = +1
E = -319.8448 hartree
Gap between HOMO and LUMO = 9.915 eV
Relative energy (zero: lowest compared OMol25 entry of this formula, charge and spin) = 490.6 kJ/mol